{"formula": "C32H56DyN2O3P2", "method": "ωB97M-V/def2-TZVPD", "elements": ["Dy", "C", "C", "C", "C", "C", "C", "H", "H", "H", "C", "H", "H", "H", "C", "H", "H", "H", "C", "H", "H", "H", "C", "H", "H", "H", "C", "C", "C", "C", "C", "C", "C", "C", "H", "H", "H", "H", "H", "H", "H", "H", "H", "H", "H", "H", "P", "C", "H", "H", "H", "C", "H", "H", "H", "C", "H", "H", "H", "P", "C", "H", "H", "H", "C", "H", "H", "H", "C", "H", "H", "H", "C", "C", "C", "C", "C", "C", "O", "N", "C", "O", "N", "C", "O", "H", "H", "H", "H", "H", "H", "H", "H", "H", "H", "H"], "xyz": [[-0.5641, -0.2027, -0.7469], [-2.4910, 1.6416, -0.3737], [-2.8649, 0.7327, -1.4205], [-2.9708, -0.4016, 0.5908], [-2.5872, 0.9406, 0.8687], [-3.1036, -0.5563, -0.8258], [-2.3526, 3.1088, -0.5233], [-1.9290, 3.3790, -1.4983], [-1.7015, 3.5414, 0.2458], [-3.3325, 3.6111, -0.4477], [-2.5518, 1.5505, 2.2182], [-2.3177, 2.6215, 2.1809], [-1.7920, 1.0818, 2.8607], [-3.5172, 1.4510, 2.7420], [-3.4027, -1.4063, 1.5865], [-4.5025, -1.5010, 1.6116], [-3.0736, -1.1472, 2.6014], [-3.0033, -2.4018, 1.3506], [-3.5856, -1.7711, -1.5320], [-4.6884, -1.8064, -1.5717], [-3.2459, -2.6936, -1.0378], [-3.2153, -1.8037, -2.5679], [-3.2175, 1.1270, -2.7957], [-4.2293, 1.5651, -2.8475], [-3.1914, 0.2688, -3.4707], [-2.5185, 1.8648, -3.2029], [0.9784, 0.3770, -3.3900], [-0.0433, 1.2339, -3.6017], [-0.6000, 1.4825, -4.9781], [-1.5122, 0.3773, -5.5981], [-1.5926, -0.9135, -4.8316], [-0.5414, -1.7119, -4.6866], [0.7927, -1.3912, -5.2959], [1.6383, -0.3199, -4.5519], [0.2183, 1.6734, -5.6920], [-1.1619, 0.1877, -6.6284], [-1.1981, 2.4076, -4.9555], [1.9474, 0.4240, -5.3063], [1.5738, 0.3556, -2.4610], [-0.3415, 1.9874, -2.8572], [2.5642, -0.8042, -4.2084], [1.3830, -2.3193, -5.3426], [-0.6302, -2.7141, -4.2615], [0.6576, -1.0663, -6.3421], [-2.5273, 0.7902, -5.7028], [-2.6021, -1.2471, -4.5676], [1.2283, 2.2070, -0.1505], [1.0049, 3.1715, 1.3762], [1.9357, 3.6794, 1.6551], [0.7589, 2.4638, 2.1749], [0.2027, 3.9092, 1.2820], [2.9413, 1.6378, 0.0702], [3.5615, 2.4410, 0.4826], [3.3561, 1.3057, -0.8860], [2.9489, 0.8159, 0.7925], [1.4625, 3.5711, -1.3474], [1.7671, 3.1708, -2.3181], [2.2235, 4.2771, -0.9973], [0.5189, 4.1085, -1.4877], [0.6856, -2.8272, -1.0707], [-0.5224, -3.9976, -1.7710], [-0.0055, -4.8853, -2.1569], [-1.0816, -3.5207, -2.5846], [-1.2491, -4.2972, -1.0040], [2.1497, -3.0056, -2.1273], [1.8939, -2.9104, -3.1879], [2.6339, -3.9710, -1.9416], [2.8591, -2.2072, -1.8792], [1.2072, -3.7562, 0.4160], [1.6910, -4.7047, 0.1400], [0.3274, -3.9580, 1.0411], [1.9189, -3.1568, 0.9958], [-0.4541, 0.3433, 5.6325], [1.0105, 0.7204, 5.6544], [1.9878, -0.1736, 4.8359], [3.3312, -0.2967, 5.6276], [3.9967, 1.0185, 5.9955], [1.4337, -1.5541, 4.5412], [1.6810, -2.5548, 5.2154], [0.5791, -1.6812, 3.4021], [0.5392, -0.7592, 2.3693], [-0.1764, -0.9649, 1.3090], [1.2859, 0.3141, 2.4616], [2.2310, 0.4179, 3.4419], [3.2657, 1.0487, 3.1985], [-0.6373, -0.5610, 6.2258], [-1.0345, 1.1621, 6.0721], [-0.8179, 0.1850, 4.6119], [1.1500, 1.7528, 5.3023], [1.3694, 0.7163, 6.6922], [3.1322, -0.8732, 6.5433], [4.0448, -0.8774, 5.0266], [3.4121, 1.6081, 6.7074], [4.9720, 0.8120, 6.4453], [4.1557, 1.5941, 5.0813], [0.0702, -2.5612, 3.3550]], "homo_ha": [-0.3881, -0.3888], "lumo_energy_ev": [-2.68, -2.63], "spin_multiplicity": 6, "energy_ha": -3155.79382, "largest_force_ha_per_bohr": 0.046, "s2": 9.347, "charge": 1, "gap_ev": [7.88, 7.95]}



{"formula": "C7H14FeNO3SSbSe4", "method": "ωB97M-V/def2-TZVPD", "elements": ["Fe", "C", "O", "C", "C", "O", "C", "C", "O", "C", "H", "H", "H", "H", "H", "H", "H", "H", "H", "H", "H", "H", "H", "H", "Se", "Sb", "Se", "Se", "Se", "S", "C", "N"], "xyz": [[-1.0870, 1.3146, 0.2118], [-0.2417, -1.1537, -2.6289], [-0.7533, -1.0126, -1.3222], [-0.7841, -2.1925, -0.5727], [-1.6512, -1.9270, 0.6283], [-1.2621, -0.7689, 1.3592], [-0.2200, -0.9688, 2.3101], [1.1538, -0.7539, 1.7303], [1.0812, 0.3669, 0.8850], [2.3455, 0.9569, 0.6517], [-0.8471, -1.8672, -3.2032], [0.8021, -1.4918, -2.6125], [-0.2805, -0.1773, -3.1042], [0.2309, -2.4945, -0.2812], [-1.2298, -3.0187, -1.1472], [-1.6384, -2.8023, 1.2881], [-2.6752, -1.7405, 0.3099], [-0.2936, -1.9737, 2.7374], [-0.4060, -0.2373, 3.0951], [1.5303, -1.6178, 1.1709], [1.8402, -0.5641, 2.5656], [2.7391, 1.3928, 1.5756], [2.2103, 1.7400, -0.0898], [3.0506, 0.2144, 0.2608], [0.7415, 5.4208, -4.2664], [1.2882, 3.2709, -3.3851], [-0.2998, 2.3537, -1.5367], [-2.7895, 1.8682, -1.1337], [1.8315, 1.5490, -4.9720], [-1.9857, 1.7195, 4.5066], [-1.4047, 2.1432, 3.0118], [-0.9954, 2.4520, 1.9576]], "homo_ha": [-0.1712, -0.1787], "lumo_energy_ev": [1.76, 0.55], "spin_multiplicity": 6, "energy_ha": -12063.52688, "largest_force_ha_per_bohr": 0.089, "s2": 8.844, "charge": -1, "gap_ev": [6.42, 5.41]}



{"formula": "C2H4N4O2", "method": "ωB97M-V/def2-TZVPD", "elements": ["N", "C", "N", "N", "N", "C", "O", "O", "H", "H", "H", "H"], "xyz": [[0.1370, -1.2667, 2.1073], [-0.0179, -0.5199, 1.0117], [0.8754, -0.4383, 0.1035], [0.2115, 0.2340, -0.9119], [0.9192, 0.7289, -1.9816], [-1.0636, 0.4934, -0.5610], [-1.9317, 1.1419, -1.0323], [-1.2006, -0.0107, 0.7315], [1.0540, -1.1926, 2.4820], [-0.5127, -1.1951, 2.8651], [0.9562, 1.7308, -1.9964], [0.5731, 0.2941, -2.8179]], "homo_ha": -0.3181, "lumo_energy_ev": 0.72, "energy_ha": -448.09053, "largest_force_ha_per_bohr": 0.037, "gap_ev": 9.38, "smiles": "Nc1nn(N)c(=O)o1"}



{"formula": "C45H46ClN7O5SSn", "method": "ωB97M-V/def2-TZVPD", "elements": ["Sn", "C", "O", "C", "C", "C", "C", "C", "C", "N", "N", "C", "C", "O", "C", "C", "C", "C", "C", "C", "C", "C", "H", "H", "H", "H", "H", "H", "H", "H", "H", "H", "H", "H", "H", "C", "C", "C", "C", "C", "C", "C", "S", "O", "O", "N", "C", "C", "C", "C", "C", "N", "H", "H", "H", "H", "H", "H", "H", "H", "H", "H", "H", "C", "C", "C", "C", "C", "O", "C", "C", "C", "C", "C", "C", "Cl", "C", "C", "C", "N", "C", "N", "C", "N", "H", "H", "H", "H", "H", "H", "H", "H", "H", "H", "H", "H", "H", "H", "H", "H", "H", "H", "H", "H", "H", "H"], "xyz": [[-1.9207, -0.7599, 0.4168], [-1.2773, -2.8302, 4.8514], [-0.8091, -2.9613, 3.4962], [-1.3234, -3.8688, 2.6955], [-2.3886, -4.7202, 3.0069], [-2.8789, -5.5689, 2.0408], [-2.3532, -5.6273, 0.7314], [-1.2954, -4.8403, 0.4070], [-0.7367, -3.9694, 1.3872], [0.3944, -3.2725, 1.1939], [1.0743, -3.3611, 0.1639], [1.6616, -2.6296, -0.7020], [1.2924, -1.1700, -0.7839], [0.3951, -0.7096, -0.0745], [2.1225, -0.3470, -1.6136], [3.1403, -0.8729, -2.3263], [3.4748, -2.2813, -2.3255], [4.5133, -2.7678, -3.1131], [4.8134, -4.1221, -3.1121], [4.0784, -4.9979, -2.3247], [3.0394, -4.5266, -1.5360], [2.7399, -3.1698, -1.5246], [-0.7698, -3.5631, 5.4767], [-2.3565, -2.9497, 4.9163], [-1.0058, -1.8247, 5.1578], [-2.8237, -4.7303, 3.9946], [-3.6994, -6.2244, 2.3036], [-2.7835, -6.3028, 0.0069], [-0.8486, -4.8657, -0.5766], [1.8952, 0.7103, -1.6308], [3.7497, -0.2182, -2.9369], [5.0859, -2.0818, -3.7238], [5.6181, -4.4966, -3.7291], [4.3110, -6.0535, -2.3294], [2.4551, -5.2140, -0.9383], [-7.1598, -6.2709, -1.0263], [-6.0442, -5.3062, -1.3031], [-5.5356, -5.1418, -2.5861], [-4.5318, -4.2190, -2.8474], [-4.0234, -3.4678, -1.8025], [-4.5037, -3.6209, -0.5066], [-5.5096, -4.5343, -0.2661], [-2.7933, -2.2677, -2.1451], [-1.6259, -2.5622, -1.2632], [-2.4889, -2.2462, -3.5439], [-3.3855, -0.9041, -1.5498], [-2.8128, 0.2391, -2.0861], [-3.0418, 0.7445, -3.3658], [-2.3720, 1.8850, -3.7439], [-1.4822, 2.5015, -2.8577], [-1.2972, 1.9458, -1.6167], [-1.9609, 0.8403, -1.2347], [-7.4730, -6.7864, -1.9311], [-8.0229, -5.7442, -0.6175], [-6.8577, -7.0199, -0.2933], [-5.9380, -5.7322, -3.3986], [-4.1468, -4.0753, -3.8473], [-4.1036, -3.0191, 0.3027], [-5.9032, -4.6504, 0.7366], [-3.7277, 0.2309, -4.0219], [-2.5283, 2.3008, -4.7302], [-0.9520, 3.3986, -3.1411], [-0.6041, 2.3625, -0.8981], [3.7005, 5.6876, 2.6651], [2.6578, 4.5726, 2.8606], [3.1869, 3.3240, 2.1436], [2.6236, 4.3040, 4.3724], [1.2306, 5.0057, 2.3278], [0.9568, 6.3636, 2.6545], [0.9618, 4.7740, 0.8229], [1.6976, 5.6838, -0.1890], [2.4480, 4.9212, -1.2507], [1.7559, 4.0589, -2.0982], [2.4042, 3.3455, -3.0905], [3.7784, 3.4779, -3.2277], [4.6031, 2.5674, -4.4551], [4.4925, 4.3335, -2.4074], [3.8199, 5.0543, -1.4299], [0.0374, 4.3451, 3.0685], [-0.2579, 2.9608, 2.7228], [-1.1260, 2.4956, 1.8294], [-1.0831, 1.1672, 1.8063], [-0.1556, 0.8754, 2.7568], [0.3708, 1.9295, 3.3204], [4.6681, 5.3159, 3.0028], [3.4774, 6.5684, 3.2695], [3.8300, 5.9859, 1.6277], [4.1290, 3.0254, 2.6059], [3.3882, 3.5153, 1.0884], [2.5052, 2.4799, 2.2269], [3.6453, 4.2103, 4.7414], [2.1035, 3.3794, 4.6148], [2.1603, 5.1334, 4.9098], [1.6841, 6.9231, 2.3659], [-0.1127, 4.9359, 0.6903], [1.1560, 3.7272, 0.5790], [2.3783, 6.3672, 0.3106], [0.9627, 6.3200, -0.6857], [0.6794, 3.9665, -1.9974], [1.8515, 2.7123, -3.7720], [5.5603, 4.4420, -2.5357], [4.3828, 5.7316, -0.8000], [-0.8374, 4.9367, 2.8013], [0.1624, 4.3944, 4.1438], [-1.7735, 3.1218, 1.2394], [0.1373, -0.1312, 3.0099]], "homo_ha": -0.4712, "lumo_energy_ev": -7.63, "energy_ha": -3574.02138, "largest_force_ha_per_bohr": 0.007, "charge": 2, "gap_ev": 5.19}



{"formula": "C6H8BrN2O2", "method": "ωB97M-V/def2-TZVPD", "elements": ["C", "C", "C", "C", "C", "C", "N", "N", "O", "O", "Br", "H", "H", "H", "H", "H", "H", "H", "H"], "xyz": [[-0.0723, -2.5304, 2.1936], [1.2861, -2.2472, 2.0273], [0.2124, -0.8741, 0.7003], [-2.1321, 1.3370, -1.5569], [2.7191, -0.7349, 0.5652], [-1.9262, 3.4672, -2.8361], [1.4305, -1.3109, 1.0261], [-0.6609, -1.5876, 1.4315], [-2.5864, 0.7410, -0.7174], [-1.6472, 2.0254, -2.3914], [2.5985, -3.2200, 2.9564], [-0.5996, -3.3876, 2.7148], [3.0720, 0.1143, 1.2201], [3.5069, -1.4509, 0.6117], [2.4088, -0.4011, -0.3881], [-1.2008, 3.6981, -3.6181], [-1.8812, 4.0933, -1.9611], [-2.9026, 3.6151, -3.5047], [-1.6248, -1.3466, 1.5266]], "homo_ha": -0.3972, "lumo_energy_ev": -4.95, "energy_ha": -3067.02625, "largest_force_ha_per_bohr": 0.068, "charge": 1, "gap_ev": 5.86}



{"formula": "C26H39O6SiTc", "method": "ωB97M-V/def2-TZVPD", "elements": ["C", "C", "C", "C", "H", "H", "C", "H", "H", "C", "H", "H", "C", "C", "C", "O", "O", "O", "O", "C", "H", "H", "H", "C", "H", "H", "H", "O", "H", "H", "C", "C", "H", "H", "H", "H", "H", "H", "Tc", "C", "C", "C", "H", "C", "C", "H", "H", "H", "H", "C", "C", "C", "H", "C", "C", "H", "H", "H", "H", "C", "Si", "C", "C", "O", "H", "H", "H", "H", "H", "H", "H", "H", "H"], "xyz": [[-4.0249, 0.6746, -2.1056], [-2.4791, 0.5186, -2.1824], [-4.3804, -0.1465, -0.7645], [-3.1366, -1.0054, -0.3427], [-5.2788, -0.7465, -0.9932], [-4.6749, 0.6227, -0.0348], [-2.0560, -0.7851, -1.4883], [-2.0681, 1.3770, -1.6370], [-2.1752, 0.6014, -3.2466], [-0.4951, -0.9714, -1.0900], [-2.2636, -1.5725, -2.2707], [-3.4639, -2.0531, -0.5042], [-2.7312, -0.7889, 1.0476], [-4.5369, 2.1295, -2.0386], [-4.7843, 0.1289, -3.3053], [-5.8436, -0.4810, -3.2703], [-3.8531, 3.0146, -1.5231], [-5.7101, 2.2891, -2.7007], [-4.2033, 0.5074, -4.4458], [-4.9755, 0.1891, -5.5691], [-4.4110, 0.5838, -6.4102], [-5.9304, 0.6629, -5.4938], [-5.0929, -0.8750, -5.6582], [-6.0730, 3.6623, -2.7485], [-6.1049, 4.1369, -1.7604], [-7.0526, 3.6713, -3.1914], [-5.3842, 4.2371, -3.3772], [0.1995, -0.7637, 0.1508], [0.0293, -0.2998, -1.9123], [-0.3913, -2.0463, -1.4588], [-2.3806, -2.0027, 1.7887], [-2.6741, 0.5636, 1.4998], [-3.6599, 0.7084, 1.9626], [-2.5367, 1.3578, 0.7805], [-1.9366, 0.6810, 2.2973], [-1.6375, -1.8076, 2.5525], [-2.0096, -2.8185, 1.1899], [-3.3246, -2.3183, 2.2914], [1.8345, -0.3330, 1.1349], [3.6926, -2.8553, 0.4717], [2.3090, -2.6910, 0.2676], [2.1414, -1.4697, -0.5243], [1.5140, -3.4261, 0.4676], [3.4256, -0.7943, -0.5000], [4.3772, -1.7394, -0.0067], [5.4750, -1.6279, -0.0636], [4.1778, -3.7533, 0.9039], [1.4048, -1.3066, -1.3204], [3.7092, -0.0059, -1.2291], [1.6494, 1.6887, 2.3368], [2.9188, 1.9131, 1.7737], [2.8615, 1.6136, 0.3922], [3.8080, 2.2547, 2.3031], [1.4923, 1.3736, 0.0218], [0.7215, 1.4271, 1.2626], [-0.3507, 1.2994, 1.3749], [1.3907, 1.7017, 3.4006], [3.6846, 1.7883, -0.3120], [1.0796, 1.3171, -0.9891], [6.0671, -2.1874, 2.9023], [5.0420, -0.5619, 3.0103], [5.3223, -0.0054, 4.8270], [6.1438, 0.6444, 1.9903], [3.4784, -0.5294, 2.3957], [7.0573, -2.1223, 3.3865], [6.2803, -2.5175, 1.8709], [5.5460, -3.0199, 3.4051], [6.3697, 0.0073, 5.1862], [4.9571, 1.0206, 4.9958], [4.7899, -0.6598, 5.5368], [6.0805, 0.4296, 0.9109], [5.8363, 1.6948, 2.1250], [7.2179, 0.5963, 2.2536]], "homo_ha": [-0.0678, -0.1159], "lumo_energy_ev": [2.21, 2.21], "spin_multiplicity": 4, "energy_ha": -1835.63262, "largest_force_ha_per_bohr": 0.139, "s2": 3.773, "charge": -1, "gap_ev": [4.06, 5.36]}